1.
A cluster of 15 separate species, H31O15 in total at a distorted geometry, computed with wB97M-V/def2-TZVPD.

Last column: natural (NBO) charge in e.
Atoms and positions in Å:
1 O -0.71 1.25 -2.16  -1.012
2 H 0.21 3.05 -1.43  0.569
3 H -0.88 0.90 -1.25  0.490
4 O -1.41 -3.79 -0.36  -0.991
5 H 0.89 -2.92 0.60  0.490
6 H -2.09 -3.21 -0.02  0.488
7 O -0.60 -2.09 -2.87  -0.971
8 H 2.11 0.54 2.32  0.529
9 H -1.77 -0.19 0.21  0.494
10 O -2.77 -1.65 2.38  -0.955
11 H -1.07 -2.07 1.80  0.480
12 H -2.57 -0.73 2.54  0.501
13 O 1.66 1.97 -2.69  -0.983
14 H 2.19 1.19 -2.88  0.511
15 H 2.12 2.71 -2.29  0.481
16 O -0.62 3.58 -1.30  -0.817
17 H -1.48 -1.71 -2.92  0.478
18 H -0.61 -2.71 -2.10  0.499
19 O 2.07 1.32 2.88  -1.038
20 H -1.41 3.04 -1.61  0.564
21 H 1.52 -0.92 -0.77  0.461
22 O -0.34 3.64 1.16  -0.966
23 H -1.55 -4.74 -0.38  0.510
24 H 1.17 -1.48 -2.10  0.502
25 O -0.52 -2.89 1.91  -0.955
26 H 0.57 3.21 1.30  0.525
27 H 2.68 3.25 1.10  0.513
28 O -3.95 -0.78 0.31  -0.957
29 H -0.75 3.35 1.99  0.512
30 O 1.73 -2.58 0.95  -0.986
31 H 1.82 -3.07 1.78  0.492
32 H -4.60 -1.30 0.79  0.469
33 O 1.70 -0.75 -1.69  -0.970
34 H -1.29 -3.47 1.90  0.463
35 H -0.64 3.71 -0.24  0.543
36 O 2.04 3.02 0.42  -0.973
37 H 2.69 1.63 3.54  0.507
38 H 1.80 2.09 0.48  0.501
39 O -0.82 -0.02 0.28  -0.952
40 H -0.66 0.54 -2.81  0.502
41 H 3.00 0.57 -0.32  0.470
42 O 3.01 0.06 0.55  -0.953
43 H 2.90 -0.72 -0.03  0.488
44 H -3.62 -1.86 2.05  0.474
45 H -4.52 -0.34 -0.34  0.490
46 H -0.42 -0.83 -0.05  0.484

Properties
* spin multiplicity: 1
* total charge: +1
* maximum force: 3.3 eV/A
* HOMO-LUMO gap: 10.1 eV


2.
A structure of composition H32N5O18S3Zn at a distorted geometry, computed with wB97M-V/def2-TZVPD.

Last column: natural (NBO) charge in e.
Atoms and positions in Å:
1 Zn -1.91 0.05 1.98  1.785
2 N 0.10 -4.53 1.17  -0.902
3 H 0.45 -3.95 0.41  0.441
4 H 0.77 -5.28 1.38  0.430
5 H -0.79 -4.93 0.88  0.415
6 H 0.05 -3.98 2.10  0.496
7 N 2.14 0.96 2.70  -0.919
8 H 3.08 1.35 2.70  0.402
9 H 1.48 1.77 2.64  0.471
10 H 1.96 0.27 3.52  0.512
11 H 2.10 0.52 1.78  0.418
12 N 3.31 1.88 -1.31  -0.893
13 H 3.43 1.84 -2.33  0.434
14 H 2.65 1.11 -0.97  0.501
15 H 2.82 2.76 -1.15  0.436
16 H 4.19 1.88 -0.80  0.453
17 N 0.22 1.00 -4.00  -0.906
18 H 1.17 0.77 -4.32  0.453
19 H 0.02 0.63 -3.03  0.493
20 H -0.42 0.51 -4.64  0.447
21 H 0.12 2.00 -4.20  0.430
22 N -0.82 2.94 -0.17  -0.920
23 H -0.13 3.69 -0.26  0.414
24 H -0.59 2.24 -0.94  0.419
25 H -1.73 3.36 -0.34  0.425
26 H -0.75 2.53 0.82  0.457
27 S -0.65 3.11 2.75  2.569
28 O -1.25 4.19 1.94  -1.065
29 O -1.04 1.82 1.99  -1.178
30 O 0.84 3.24 2.72  -1.062
31 O -1.15 3.09 4.10  -0.958
32 S -0.31 -2.02 4.15  2.634
33 O 0.20 -3.10 3.27  -1.113
34 O -1.22 -1.13 3.33  -1.234
35 O -1.09 -2.60 5.21  -1.007
36 O 0.84 -1.26 4.67  -1.060
37 S 0.06 -0.42 -0.67  2.651
38 O 0.11 -1.72 -1.36  -1.066
39 O -0.49 -0.58 0.67  -1.062
40 O 1.47 0.07 -0.56  -1.141
41 O -0.68 0.61 -1.48  -1.109
42 O -3.08 0.93 0.44  -0.982
43 H -3.87 0.40 0.22  0.502
44 H -3.30 1.82 0.16  0.513
45 O -1.80 -1.89 -3.47  -0.935
46 H -1.54 -1.51 -4.32  0.441
47 H -0.99 -1.92 -2.93  0.487
48 O -3.08 1.23 -2.49  -0.968
49 H -2.20 0.96 -2.13  0.494
50 H -2.94 2.04 -3.00  0.452
51 O -3.22 -1.63 1.58  -0.979
52 H -3.13 -2.58 1.74  0.522
53 H -4.15 -1.50 1.36  0.488
54 O 2.00 -1.17 -3.44  -1.012
55 H 1.49 -1.70 -2.80  0.517
56 H 2.88 -1.57 -3.45  0.485
57 O 2.80 -2.43 -0.29  -0.958
58 H 2.15 -1.74 -0.55  0.488
59 H 3.44 -2.46 -1.00  0.455

Properties
* spin multiplicity: 1
* total charge: +1
* maximum force: 4.4 eV/A
* HOMO-LUMO gap: 4.8 eV


3.
A cluster of 17 separate species, H32NO19 in total at a distorted geometry, computed with wB97M-V/def2-TZVPD.

Last column: natural (NBO) charge in e.
Atoms and positions in Å:
1 N -0.11 0.03 -0.38  0.717
2 O -1.12 0.73 -0.74  -0.529
3 O -0.13 -0.61 0.71  -0.579
4 O 1.04 0.40 -0.77  -0.557
5 O -3.51 0.04 1.11  -0.995
6 H -4.21 0.61 0.71  0.470
7 H -2.85 0.69 1.41  0.500
8 O -2.97 3.06 -0.59  -0.964
9 H -2.34 2.33 -0.73  0.502
10 H -3.63 3.09 -1.29  0.461
11 O 0.28 2.93 0.12  -0.942
12 H 0.14 2.09 -0.35  0.468
13 H 0.38 2.50 0.93  0.449
14 O 1.69 -2.46 -0.74  -0.977
15 H 2.49 -1.98 -0.98  0.469
16 H 1.27 -2.09 0.05  0.512
17 O 0.42 2.17 -2.98  -0.944
18 H 1.15 2.69 -2.70  0.460
19 H 0.73 1.32 -2.64  0.477
20 O -0.57 -3.45 1.62  -0.961
21 H -1.43 -3.50 2.05  0.499
22 H -0.70 -3.18 0.73  0.495
23 O 3.41 1.91 -0.44  -0.960
24 H 4.04 1.35 -0.93  0.448
25 H 2.84 1.35 0.11  0.506
26 O 2.36 0.02 -3.11  -0.927
27 H 2.73 -0.86 -3.12  0.444
28 H 2.38 0.16 -2.17  0.480
29 O -1.82 1.52 2.33  -0.957
30 H -2.00 1.37 3.27  0.475
31 H -0.88 1.66 2.30  0.492
32 O -1.08 -1.08 3.48  -0.961
33 H -1.02 -0.74 2.57  0.502
34 H -0.27 -0.88 3.85  0.454
35 O 1.64 -2.16 2.27  -0.989
36 H 0.75 -2.41 2.13  0.529
37 H 2.24 -2.87 2.45  0.485
38 O 0.69 1.71 2.63  -0.963
39 H 1.41 2.06 3.22  0.497
40 H 1.09 0.89 2.36  0.504
41 O 2.85 -0.12 1.38  -0.994
42 H 2.45 -0.89 1.83  0.497
43 H 3.48 -0.51 0.79  0.457
44 O -3.22 -1.34 -1.19  -1.003
45 H -2.77 -0.96 -1.95  0.485
46 H -2.89 -0.96 -0.39  0.494
47 O -0.21 -1.85 -2.75  -0.969
48 H 0.54 -2.04 -2.16  0.492
49 H 0.03 -2.31 -3.57  0.458
50 O -1.94 0.30 -3.40  -0.968
51 H -1.58 0.52 -2.54  0.489
52 H -1.30 -0.26 -3.82  0.474

Properties
* spin multiplicity: 1
* total charge: -1
* maximum force: 4.8 eV/A
* HOMO-LUMO gap: 8.8 eV


4.
A cluster of 16 separate species, H32O16 in total at a distorted geometry, computed with wB97M-V/def2-TZVPD.

Last column: natural (NBO) charge in e.
Atoms and positions in Å:
1 O 6.00 13.81 21.52  -0.962
2 H 6.58 14.54 21.34  0.487
3 H 6.08 13.24 20.77  0.499
4 O 4.03 7.58 23.65  -1.009
5 H 5.00 7.77 23.44  0.502
6 H 3.98 7.16 24.52  0.470
7 O 8.16 11.78 20.14  -0.964
8 H 7.71 11.14 19.64  0.492
9 H 8.27 12.49 19.54  0.452
10 O 2.31 11.71 19.50  -0.968
11 H 2.68 12.49 19.89  0.505
12 H 2.41 11.76 18.55  0.453
13 O 5.28 10.29 21.26  -0.991
14 H 5.33 9.32 21.09  0.504
15 H 4.92 10.64 20.46  0.483
16 O 3.38 13.29 21.41  -0.998
17 H 3.42 12.48 21.97  0.498
18 H 4.32 13.54 21.31  0.480
19 O 7.85 10.48 22.71  -0.993
20 H 7.73 10.91 21.85  0.504
21 H 7.22 10.83 23.32  0.488
22 O 2.27 9.44 20.84  -0.977
23 H 2.59 9.96 20.11  0.475
24 H 2.47 10.11 21.52  0.478
25 O 5.53 11.75 23.50  -0.989
26 H 5.31 11.41 22.64  0.497
27 H 5.71 12.67 23.37  0.493
28 O 6.68 8.00 23.56  -0.973
29 H 7.00 8.83 23.26  0.509
30 H 7.38 7.40 23.50  0.483
31 O 7.76 7.57 20.54  -0.954
32 H 7.69 6.96 19.81  0.463
33 H 6.82 7.65 20.82  0.488
34 O 7.20 9.71 18.80  -0.979
35 H 6.27 9.59 18.79  0.491
36 H 7.56 8.94 19.19  0.497
37 O 5.50 12.39 18.88  -0.967
38 H 4.99 13.20 18.68  0.489
39 H 6.31 12.46 18.38  0.489
40 O 4.24 9.78 18.45  -0.961
41 H 4.35 10.72 18.43  0.482
42 H 3.38 9.64 18.09  0.482
43 O 2.82 11.18 23.18  -0.987
44 H 3.70 11.08 23.60  0.508
45 H 2.28 10.46 23.49  0.494
46 O 5.01 7.53 20.52  -0.969
47 H 5.24 6.68 20.90  0.482
48 H 4.22 7.75 21.02  0.522

Properties
* spin multiplicity: 1
* maximum force: 2.8 eV/A
* HOMO-LUMO gap: 9.8 eV


LUMO energy (eV)
-3.19; -4.76; 2.00; -0.49